(1)
# C3H11N2

A cluster of 2 separate species, C3H11N2 in total in a non-equilibrium geometry (the ωB97M-V functional and the def2-TZVPD basis, the OMol25 dataset).

Net charge: +1

Bonds (Å) are listed after each position.
Geometry (Å):
1 C 2.0011 -0.8264 0.7755  N2 1.486, H3 1.080, H4 1.074, H5 1.085
2 N 1.5696 0.5269 0.3398  C1 1.486, H6 1.018, H7 1.092, H8 1.019
3 H 2.0373 -1.5152 -0.0554  C1 1.080
4 H 1.2909 -1.2104 1.4837  C1 1.074
5 H 2.9923 -0.7015 1.1978  C1 1.085
6 H 2.0134 0.9064 -0.4938  N2 1.018
7 H 0.4919 0.5178 0.1607  N2 1.092
8 H 1.6861 1.2242 1.0740  N2 1.019
9 C -1.5362 -0.8763 -0.5270  N11 1.476, H12 1.089, H13 1.090, H14 1.091
10 C -1.9327 1.4071 -0.5997  N11 1.265, H15 1.089, H16 1.091
11 N -1.0651 0.5142 -0.3746  C9 1.476, C10 1.265
12 H -1.0643 -1.5471 0.1889  C9 1.089
13 H -2.6220 -0.9372 -0.4570  C9 1.090
14 H -1.2550 -1.2045 -1.5288  C9 1.091
15 H -1.5957 2.4387 -0.6926  C10 1.089
16 H -3.0113 1.2834 -0.4915  C10 1.091

(2)
# C3H11N2

A cluster of 2 separate species, C3H11N2 in total in a non-equilibrium geometry (the ωB97M-V functional and the def2-TZVPD basis, the OMol25 dataset).

Net charge: +1

Bonds (Å) are listed after each position.
Geometry (Å):
1 C 1.0417 0.2284 2.0194  N5 1.448, H6 1.054, H7 1.000, H8 1.090
2 C 0.9028 -0.2590 -0.3464  N5 1.466, H9 1.004, H10 1.143, H11 1.112
3 C -0.9171 -0.8522 1.2191  N5 1.294, H12 1.077, H13 1.054
4 N -1.2599 0.6517 -2.6755  H14 0.981, H15 1.017, H16 1.016
5 N 0.2147 -0.2865 0.9478  C1 1.448, C2 1.466, C3 1.294
6 H 1.3830 1.2209 1.9240  C1 1.054
7 H 0.5615 0.0544 2.8795  C1 1.000
8 H 2.0507 -0.1591 2.1579  C1 1.090
9 H 1.6225 0.4394 -0.3898  C2 1.004
10 H 1.3511 -1.1653 -0.8797  C2 1.143
11 H 0.0636 0.1557 -0.9467  C2 1.112
12 H -1.3173 -1.4108 0.3897  C3 1.077
13 H -1.2704 -0.6929 2.1989  C3 1.054
14 H -0.8479 0.7527 -3.5603  N4 0.981
15 H -1.8536 -0.1696 -2.5942  N4 1.017
16 H -1.7255 1.4920 -2.3436  N4 1.016

(3)
# C3H11N2

The ion C3H11N2 with charge +1 in a non-equilibrium geometry (the ωB97M-V functional and the def2-TZVPD basis, the OMol25 dataset).

Net charge: +1

Bonds (Å) are listed after each position.
Geometry (Å):
1 N -1.0840 -1.0578 0.6999  C2 1.495, H6 1.012, H7 1.012
2 C 0.3539 -1.3107 0.3776  N1 1.495, C3 1.534, H8 1.090, H9 1.095
3 C 0.9024 -0.3173 -0.6549  C2 1.534, C4 1.502, H10 1.098, H11 1.098
4 C 0.7953 1.1344 -0.2858  C3 1.502, N5 1.544, H12 1.089, H13 1.094
5 N -0.7040 1.4709 -0.1327  C4 1.544, H14 1.015, H15 1.108, H16 1.017
6 H -1.7681 -1.2025 -0.0323  N1 1.012
7 H -1.3104 -1.6825 1.4637  N1 1.012
8 H 0.4544 -2.3397 0.0314  C2 1.090
9 H 0.8509 -1.1449 1.3390  C2 1.095
10 H 0.3959 -0.5681 -1.5964  C3 1.098
11 H 1.9476 -0.6409 -0.7470  C3 1.098
12 H 1.1846 1.8889 -0.9677  C4 1.089
13 H 1.1642 1.2511 0.7375  C4 1.094
14 H -1.1971 1.5210 -1.0188  N5 1.015
15 H -1.0791 0.6307 0.4842  N5 1.108
16 H -0.9066 2.3674 0.3025  N5 1.017

(4)
# C3H11N2

A cluster of 2 separate species, C3H11N2 in total in a non-equilibrium geometry (the ωB97M-V functional and the def2-TZVPD basis, the OMol25 dataset).

Net charge: +1

Bonds (Å) are listed after each position.
Geometry (Å):
1 C -1.2021 0.6715 -2.1506  N2 1.304, H3 1.111, H4 1.038
2 N -1.2283 1.0023 -0.8895  C1 1.304, H5 1.249, H6 1.029
3 H -2.1008 0.7718 -2.7953  C1 1.111
4 H -0.2973 0.2819 -2.4781  C1 1.038
5 H -0.5441 0.4450 -0.0058  N2 1.249
6 H -2.1322 1.3966 -0.5961  N2 1.029
7 C 0.3027 -1.7056 0.6276  N8 1.538, H10 1.110, H11 1.082, H12 1.113
8 N 0.1983 -0.2187 1.0050  C7 1.538, C9 1.510, H13 1.066
9 C 1.4542 0.6174 0.9465  N8 1.510, H14 1.046, H15 1.066, H16 1.094
10 H 0.7264 -1.7124 -0.3988  C7 1.110
11 H 0.8818 -2.1811 1.4079  C7 1.082
12 H -0.7781 -1.9683 0.6506  C7 1.113
13 H -0.5158 -0.0320 1.7744  N8 1.066
14 H 1.8065 0.7145 -0.0332  C9 1.046
15 H 2.2312 0.3070 1.6071  C9 1.066
16 H 1.1976 1.6102 1.3283  C9 1.094

| no. | LUMO (eV) |
| --- | --- |
| 1 | -3.2 |
| 2 | -5.1 |
| 3 | -3.2 |
| 4 | -4.5 |